{"formula": "C45H60BN6O5PS5Tl", "method": "ωB97M-V/def2-TZVPD", "multiplicity": 2, "s2": 0.774, "lumo_ev": [-0.8, -1.1], "relative_energy_kj_mol": 151.9, "species": ["Tl", "C", "C", "C", "C", "N", "N", "B", "N", "N", "C", "C", "C", "C", "C", "S", "C", "C", "C", "C", "N", "N", "C", "C", "C", "C", "C", "S", "C", "C", "C", "C", "C", "S", "C", "C", "C", "C", "H", "H", "H", "H", "H", "H", "H", "H", "H", "H", "H", "H", "H", "H", "H", "H", "H", "H", "H", "H", "H", "H", "H", "H", "H", "H", "H", "H", "H", "H", "H", "H", "H", "H", "H", "H", "H", "H", "H", "O", "C", "C", "O", "O", "C", "C", "C", "C", "C", "C", "C", "C", "C", "C", "C", "C", "H", "H", "H", "H", "H", "H", "H", "H", "H", "H", "H", "C", "C", "O", "P", "S", "S", "O", "C", "C", "H", "H", "H", "H", "H", "H", "H", "H", "H", "H"], "xyz": [[1.919347, 2.096030, 0.869783], [3.869001, -0.398276, -3.199961], [2.452086, -0.677938, -2.798565], [1.414268, -0.274315, -3.583817], [0.098939, -0.544504, -3.173166], [-0.141336, -1.064861, -2.004477], [0.860188, -1.429846, -1.187801], [0.279426, -1.859833, 0.197323], [-1.284635, -1.926729, 0.108426], [-2.148105, -2.714250, -0.515287], [-3.411360, -2.363585, -0.444045], [-3.819297, -1.179195, 0.228380], [-2.919213, -0.380499, 0.870479], [-3.244551, 0.880186, 1.605535], [-1.589413, -0.829458, 0.784882], [-0.118983, -0.198040, 1.394088], [-4.458072, -3.231406, -1.128627], [-3.856019, -4.531082, -1.660715], [-5.570601, -3.569741, -0.123881], [-5.058092, -2.438530, -2.302820], [0.869692, -2.974931, 1.012819], [0.046085, -4.049965, 1.161243], [0.365103, -4.972445, 2.018897], [1.541870, -4.898910, 2.812582], [2.398324, -3.835373, 2.660855], [3.670452, -3.737964, 3.448453], [2.040601, -2.846813, 1.737255], [3.043442, -1.511694, 1.373290], [-0.557243, -6.180624, 2.094284], [0.077671, -7.302024, 1.256943], [-0.719623, -6.651463, 3.543449], [-1.932735, -5.846256, 1.518111], [2.148975, -1.327553, -1.580079], [3.453891, -2.058600, -0.711770], [-1.130544, -0.256182, -4.025911], [-0.746307, 0.402600, -5.350357], [-1.827997, -1.597763, -4.297384], [-2.069148, 0.681695, -3.249876], [3.904059, -0.058623, -4.233324], [4.509346, -1.269955, -3.082406], [4.249042, 0.400578, -2.558178], [1.612559, 0.242271, -4.509667], [-4.861891, -0.884782, 0.211182], [-4.227066, 1.253553, 1.322497], [-2.484231, 1.641233, 1.414577], [-3.239295, 0.694770, 2.682596], [-3.454556, -5.138297, -0.851591], [-3.050235, -4.334596, -2.368532], [-4.636389, -5.100103, -2.169209], [-5.156858, -3.993391, 0.794366], [-6.243463, -4.306856, -0.564930], [-6.166252, -2.692708, 0.138340], [-4.305365, -2.265458, -3.072701], [-5.444586, -1.467993, -1.980571], [-5.881844, -3.004845, -2.743242], [1.779707, -5.674381, 3.527546], [3.808799, -4.627275, 4.062002], [3.652702, -2.861383, 4.098433], [4.525194, -3.625353, 2.778919], [1.055206, -7.588846, 1.651817], [0.203125, -6.981717, 0.220179], [-0.569343, -8.183092, 1.269841], [0.211491, -7.043102, 3.956047], [-1.457640, -7.455320, 3.583490], [-1.068445, -5.837835, 4.183934], [-1.838504, -5.492618, 0.494282], [-2.418542, -5.060937, 2.104041], [-2.562354, -6.739218, 1.537892], [-0.083797, -0.239147, -5.937757], [-0.254093, 1.362496, -5.173248], [-1.648556, 0.581298, -5.937037], [-1.180587, -2.261867, -4.877399], [-2.744488, -1.432456, -4.868485], [-2.068404, -2.096505, -3.357728], [-1.567339, 1.634249, -3.059505], [-2.360998, 0.228764, -2.297648], [-2.971575, 0.869330, -3.838101], [-0.533657, 2.582946, -0.929899], [0.302052, 3.398300, -1.777520], [1.233645, 2.338325, -2.474104], [0.786915, 1.870169, -3.539658], [2.254404, 1.965490, -1.835744], [1.005698, 4.386189, -0.848653], [0.263432, 4.966155, 0.179392], [0.862607, 5.823616, 1.090425], [2.214510, 6.112295, 0.984783], [2.951489, 5.575022, -0.061409], [2.352031, 4.724698, -0.981272], [-0.525251, 4.174339, -2.785374], [0.131084, 4.922413, -3.760418], [-0.586452, 5.707987, -4.645053], [-1.975243, 5.753437, -4.571613], [-2.633109, 4.997865, -3.615676], [-1.909777, 4.210567, -2.724879], [-0.867434, 1.865353, -1.487961], [-0.791979, 4.737915, 0.267149], [0.273218, 6.247132, 1.892483], [2.697502, 6.744572, 1.719523], [4.005550, 5.806605, -0.156310], [2.938948, 4.303743, -1.785875], [1.213171, 4.883337, -3.822777], [-0.063930, 6.291875, -5.393194], [-2.538096, 6.373758, -5.258437], [-3.715212, 5.024293, -3.554906], [-2.424623, 3.631844, -1.966973], [2.666161, 4.711740, 7.403980], [2.158010, 4.429373, 6.008355], [2.342557, 3.028656, 5.746598], [2.074395, 2.473230, 4.255062], [2.513750, 0.549153, 4.344560], [0.361114, 3.092370, 3.510997], [3.211666, 3.274465, 3.394754], [4.603851, 3.047913, 3.671336], [5.305489, 2.602709, 2.405521], [2.485570, 5.758161, 7.656794], [3.735646, 4.509409, 7.471925], [2.148135, 4.079802, 8.126610], [2.706667, 5.015042, 5.265652], [1.098067, 4.670768, 5.912034], [4.709915, 2.292459, 4.450181], [5.018032, 3.988409, 4.039604], [4.909374, 1.637109, 2.084013], [6.378527, 2.497915, 2.578881], [5.140960, 3.331337, 1.607836]], "atomic_forces_ev_per_a": [[0.2, 0.1, 0.3], [-0.1, 0.0, 0.1], [0.3, -0.4, 0.2], [0.2, -0.4, -0.5], [-0.2, -0.3, 0.0], [-0.2, 0.3, 0.0], [0.3, -0.1, -0.1], [-0.1, 0.1, 0.4], [-0.1, 0.1, 0.1], [0.0, -0.1, -0.1], [0.1, 0.0, 0.0], [0.1, 0.2, 0.0], [-0.2, 0.1, 0.0], [0.1, -0.1, 0.0], [-0.1, 0.0, 0.1], [0.2, -0.5, -0.2], [0.0, 0.0, -0.1], [0.0, 0.1, 0.0], [0.1, 0.0, 0.0], [0.0, 0.0, 0.1], [0.1, -0.1, -0.1], [-0.1, -0.1, 0.1], [0.0, 0.1, -0.1], [0.2, 0.0, 0.1], [0.0, -0.2, 0.0], [0.0, 0.1, 0.0], [0.1, 0.3, 0.1], [-0.2, -0.1, -0.3], [0.0, -0.1, 0.0], [0.0, 0.0, 0.0], [0.0, 0.0, 0.0], [0.0, 0.0, 0.0], [-0.4, 0.2, -0.2], [0.3, 0.1, 0.4], [0.0, 0.0, 0.0], [0.0, 0.2, -0.1], [0.1, 0.0, 0.0], [0.1, -0.2, 0.0], [0.0, 0.0, 0.0], [0.0, 0.0, -0.1], [0.0, 0.0, 0.0], [0.0, -0.5, 0.0], [0.0, -0.1, 0.0], [0.0, 0.0, 0.0], [-0.1, 0.0, 0.0], [0.0, 0.0, 0.0], [0.0, 0.0, 0.0], [0.0, 0.0, 0.0], [0.0, 0.0, 0.0], [0.0, 0.0, 0.0], [0.0, 0.0, 0.0], [0.0, 0.0, 0.0], [0.0, 0.0, 0.0], [0.0, -0.1, 0.0], [0.0, 0.0, 0.0], [-0.1, 0.0, 0.0], [0.0, 0.0, 0.0], [0.0, 0.0, 0.0], [0.0, 0.0, 0.0], [0.0, 0.0, 0.0], [0.0, 0.0, 0.0], [0.1, 0.0, 0.0], [0.0, 0.0, 0.0], [0.0, 0.0, 0.0], [0.0, 0.0, 0.0], [0.0, 0.0, 0.0], [0.0, 0.0, 0.0], [0.0, 0.0, 0.0], [-0.1, 0.0, 0.0], [-0.2, -0.3, -0.2], [0.0, -0.1, 0.0], [0.0, 0.0, 0.0], [0.0, 0.0, 0.0], [0.0, 0.0, 0.0], [-0.2, -0.2, -0.4], [-0.1, 0.0, 0.0], [0.1, 0.1, 0.1], [0.1, 0.0, 0.0], [0.1, 0.0, 0.0], [0.5, 0.5, 0.8], [0.3, 1.2, 0.4], [-0.6, 0.2, -0.5], [-0.1, -0.2, -0.1], [0.0, 0.0, 0.0], [0.0, 0.0, 0.0], [0.0, 0.0, 0.0], [0.0, 0.0, 0.0], [0.0, 0.1, -0.1], [0.0, 0.1, 0.0], [-0.1, 0.0, 0.0], [0.0, 0.0, 0.0], [0.0, 0.0, 0.0], [0.0, 0.0, 0.0], [0.0, 0.1, 0.1], [0.0, 0.0, 0.2], [0.1, -0.1, 0.0], [0.0, 0.0, 0.0], [0.0, 0.0, 0.0], [0.0, 0.0, 0.0], [0.0, -0.1, 0.1], [0.0, 0.0, 0.0], [0.0, 0.0, 0.0], [0.0, 0.0, 0.0], [0.0, 0.0, 0.0], [0.0, 0.1, 0.0], [0.0, 0.0, 0.0], [0.0, -0.1, 0.1], [-0.1, 0.3, 0.0], [0.4, -0.5, 0.3], [-0.1, 0.2, -0.3], [-0.1, 0.0, -0.2], [0.0, 0.0, -0.1], [0.0, -0.1, 0.0], [-0.1, 0.0, 0.0], [0.0, 0.0, 0.0], [0.0, 0.0, 0.0], [0.0, 0.0, 0.0], [0.0, 0.0, 0.0], [0.0, 0.0, 0.0], [0.0, 0.0, 0.0], [0.0, 0.0, 0.0], [0.0, 0.0, 0.0], [0.0, 0.0, 0.0], [0.1, 0.0, 0.0]]}